(1)
The following is a DFT calculation (ωB97M-V/def2-TZVPD) of C4H23N2O7 as an isolated structure in a non-equilibrium geometry.

Element x y z (Å)
H -1.435 -1.451 -4.028
O -1.983 0.892 1.630
H 1.624 -1.860 2.074
H -2.042 -1.854 -0.228
C -0.220 1.155 -1.690
C 2.120 -0.406 0.060
N 0.622 -1.779 2.070
H -0.307 2.465 3.986
O -0.005 1.869 3.291
H 0.646 1.569 0.152
H 0.361 -1.132 -0.913
O -2.076 -2.328 -1.064
O 1.457 -0.464 -2.464
H -0.593 2.173 -1.788
H 2.173 3.125 1.285
H -0.861 0.957 0.276
H -1.472 -1.642 -2.507
C -0.091 -1.120 1.165
H 2.433 0.171 0.930
H -2.913 1.136 1.705
H -1.954 -0.075 1.577
H 0.134 -2.209 2.840
H 0.705 1.109 -2.259
H 2.568 -0.012 -0.850
H 0.610 -0.774 -2.849
H -0.825 1.570 2.844
O -1.326 -1.051 1.231
C 0.611 -0.510 -0.050
H 0.952 2.472 2.023
N 0.007 0.845 -0.259
H -0.947 0.461 -2.108
H 2.104 -0.646 -3.152
H -2.863 -2.877 -1.032
H 2.551 -1.403 0.173
O 1.320 2.710 1.139
O -1.084 -1.086 -3.209

Calculated values
Kohn-Sham gap: 0.4269 hartree
Energy relative to the best compared isomer or geometry (same formula, charge and spin): 59.4 kcal/mol
Charge: +1
E_HOMO: -0.516 Ha

(2)
The following is a DFT calculation (ωB97M-V/def2-TZVPD) of a 3-piece molecular cluster, C31H40ClFIN2O9PS2 overall in a non-equilibrium geometry.

Element x y z (Å)
H -2.708 3.313 0.551
C -0.063 0.701 -0.645
H -0.653 3.642 -2.573
I 3.456 -2.436 -3.637
H -0.911 4.981 3.828
C 3.579 -5.097 0.901
H 3.746 3.613 1.523
H 3.366 -2.995 -0.010
C 5.526 4.873 1.397
H 1.363 -5.012 -2.700
H -5.133 -4.622 -2.662
H 2.411 -5.991 -1.583
H 1.990 3.474 -2.784
H -2.954 6.222 3.676
H -5.039 -4.016 1.856
H 5.974 6.108 -0.331
C -4.037 -2.859 -0.673
O 0.813 -2.987 -0.796
C -0.061 2.831 -2.071
H 0.029 -4.019 -4.117
C -2.437 4.307 0.906
H 3.361 1.513 -1.657
H -3.436 3.978 2.791
C -6.709 -6.579 -0.040
Cl -1.866 -3.131 1.019
F 4.970 -4.714 0.961
H -1.965 1.795 -1.175
C 1.445 0.575 -0.748
C -2.525 5.937 2.714
C 2.102 -4.925 -1.842
H -0.045 -1.085 0.618
N -0.003 -3.031 -4.391
H -0.652 -4.218 -1.832
H -6.663 -6.761 -2.340
C 3.403 -4.220 -2.414
C -0.847 -0.437 0.158
H -1.216 1.065 1.487
C 1.427 2.703 -2.170
S 4.265 7.121 0.943
O -0.544 2.993 2.173
N -1.689 0.189 1.213
H -2.566 6.815 2.063
O -4.475 -1.819 -0.223
O 0.120 4.856 0.594
H -1.538 -1.437 -3.353
H 6.613 6.770 1.202
O 4.309 7.820 2.205
C 2.739 -3.838 0.417
H -0.816 -7.050 0.710
P -0.301 -2.135 -3.103
C -0.847 1.804 -1.283
H 5.553 4.975 2.486
H 0.726 -1.155 -2.839
H 2.245 -3.401 1.352
H 4.143 4.167 -0.102
H -0.375 6.310 2.763
C 5.794 6.221 0.739
H -1.777 -0.454 2.005
C -1.684 -2.508 -0.692
C -6.304 -6.163 -1.446
H -2.457 5.020 0.080
O 4.476 -4.731 -2.146
C -5.355 -4.604 0.940
C -3.301 4.786 2.066
H 3.285 -5.305 1.983
H 3.415 -6.039 0.305
O -1.687 -1.101 -0.821
H -6.566 -6.137 2.182
H 2.430 5.712 0.363
C -1.073 5.479 2.871
H 2.765 5.715 2.116
C -0.440 -3.164 -1.483
H -4.288 5.104 1.726
H 1.986 -0.294 -0.271
H -7.392 -7.464 0.074
O -2.850 -2.983 -1.430
C -5.414 -4.950 -1.612
S -0.780 4.285 1.569
H 6.274 4.132 1.109
C 4.120 4.464 0.951
C -0.145 -6.153 0.605
C 1.496 -4.224 -0.541
C -6.237 -5.803 1.152
C 2.237 1.602 -1.537
C 0.639 -5.253 0.316
C -4.929 -4.147 -0.413
O 3.950 7.792 -0.296
C 3.211 5.684 1.121

Calculated values
SMILES: C#C[C@@](CCF)(CC(=O)I)O[C@H]([PH2]=N)[C@](Cl)(OC(=O)c1ccccc1)O[C@H](N)c1ccccc1.O=S1(=O)CCCC1.O=S1(=O)CCCC1
Kohn-Sham gap: 0.3138 hartree
Energy relative to the best compared isomer or geometry (same formula, charge and spin): 154.0 kcal/mol
Charge: 0
E_HOMO: -0.309 Ha

Q: What is the charge in the first record?
A: +1